{
  "formula": "C37H32Cl3FNO2PRhS3Si",
  "method": "ωB97M-V with the def2-TZVPD basis set",
  "total_energy_ha": -5050.88391,
  "orbital_gap_ev": [6.38, 6.38],
  "total_charge": -1,
  "max_force_ha_per_bohr": 0.031,
  "lumo_ev": [1.04, 1.05],
  "symbols": ["Rh", "Cl", "Cl", "Cl", "S", "S", "S", "P", "Si", "F", "O", "O", "N", "C", "C", "C", "C", "C", "C", "C", "C", "C", "C", "C", "C", "C", "C", "C", "C", "C", "C", "C", "C", "C", "C", "C", "C", "C", "C", "C", "C", "C", "C", "C", "C", "C", "C", "C", "C", "C", "H", "H", "H", "H", "H", "H", "H", "H", "H", "H", "H", "H", "H", "H", "H", "H", "H", "H", "H", "H", "H", "H", "H", "H", "H", "H", "H", "H", "H", "H", "H", "H"],
  "positions_angstrom": [[-0.72263, -0.41054, 1.07624], [-2.80232, -3.66603, -2.24967], [-2.24510, -1.80579, 2.75838], [-5.54599, -5.94570, 1.76279], [2.45838, 2.04131, -2.80394], [1.07396, 0.63637, -0.14487], [-4.03422, 6.53474, -3.76951], [2.31159, 0.39259, -1.76263], [1.76593, -1.34513, 2.79442], [-1.99993, 1.14487, 3.10065], [-5.66665, 6.64797, -5.76050], [-1.53124, -2.06564, -0.09191], [0.43044, -0.22572, 2.83994], [1.85019, -2.30602, 4.41842], [3.90863, -0.06918, -1.00057], [-3.51799, 5.12704, -2.81053], [0.20139, 0.67722, 3.85015], [0.90786, 1.86985, 5.87467], [-1.29005, 2.23694, 5.03306], [-2.45714, -2.87098, 0.31390], [-2.70711, 2.95653, -1.26307], [4.19482, -1.39429, -0.68347], [3.40841, -0.48366, 2.47113], [0.84893, -3.08085, -3.40770], [-5.08782, 5.86448, -5.05394], [1.45139, -2.66377, 1.48854], [5.38519, -1.70988, -0.04632], [-5.14549, 4.37250, -5.24637], [0.95684, -1.96621, -2.57988], [-4.05465, -4.69910, -0.12624], [2.88270, -1.25805, -3.85449], [2.76300, -2.36362, -4.67524], [-1.91395, 0.91408, 0.20321], [-2.27621, 1.84980, -0.47123], [-4.32353, 4.67945, -1.76690], [6.28337, -0.70671, 0.29202], [-1.01863, 1.35811, 4.01043], [-0.32325, 2.49619, 5.99421], [-2.30095, 4.50674, -3.06766], [-3.12980, -3.76819, -0.55563], [1.16590, 1.00255, 4.82750], [1.74401, -3.27892, -4.44557], [-1.89781, 3.42578, -2.30217], [-3.92326, 3.59817, -1.00279], [1.98381, -1.06142, -2.80494], [-2.90518, -2.96430, 1.65419], [5.99405, 0.61557, -0.01397], [4.81006, 0.93389, -0.66306], [-4.38952, -4.76445, 1.21484], [-3.82828, -3.88134, 2.11460], [1.64933, -4.15381, -5.07743], [-5.05026, 3.82156, -4.31489], [0.55085, -3.24206, 1.70984], [3.28744, 0.21113, 1.63749], [0.92681, -2.86846, 4.57620], [-4.31724, 4.08392, -5.89641], [-0.52345, 3.17761, 6.80973], [2.14695, 0.55909, 4.73901], [2.67677, -3.02034, 4.37802], [-4.10247, -3.89795, 3.16016], [3.66951, -0.53151, -4.01944], [3.46002, -2.51416, -5.49022], [-6.08061, 4.12105, -5.74309], [-5.26119, 5.18156, -1.56604], [0.25558, -1.81878, -1.76482], [5.61186, -2.74292, 0.18781], [1.68932, 2.06557, 6.59897], [-0.94933, 2.93949, -2.49443], [-4.51840, -5.36278, -0.84184], [7.20811, -0.95737, 0.79710], [0.06559, -3.79959, -3.23238], [-4.54320, 3.23724, -0.19319], [-2.26385, 2.70825, 5.06307], [3.75138, 0.08836, 3.33527], [1.99907, -1.66288, 5.28651], [3.48846, -2.17602, -0.93495], [4.19430, -1.19501, 2.20290], [1.35276, -2.25603, 0.48137], [4.56988, 1.95708, -0.92546], [2.30097, -3.35288, 1.48022], [-1.67715, 4.87323, -3.87266], [6.69010, 1.40015, 0.25501]],
  "atomic_forces_ev_per_a": [[-0.1, -1.4, -0.4], [0.2, 0.0, -0.2], [0.2, 0.4, 0.0], [0.0, 0.0, 0.0], [0.0, 0.0, 0.1], [-0.7, 0.5, 1.0], [0.0, 0.0, 0.0], [-0.1, -0.4, -0.3], [0.4, 0.1, 0.1], [0.0, 0.0, 0.1], [0.0, 0.0, 0.0], [0.1, 0.7, -0.2], [-0.5, 0.6, -0.9], [-0.1, 0.1, 0.0], [-0.1, 0.1, 0.0], [-0.1, 0.2, -0.1], [0.1, 0.1, 0.2], [0.0, 0.0, 0.1], [0.0, 0.0, 0.0], [-0.2, 0.1, 0.2], [-0.1, 0.0, 0.0], [0.1, 0.1, -0.1], [-0.1, -0.2, 0.1], [0.0, 0.0, 0.0], [0.2, -0.1, 0.0], [-0.1, 0.2, 0.0], [0.0, 0.0, -0.1], [-0.1, 0.0, 0.0], [0.1, 0.0, 0.0], [0.0, 0.0, 0.0], [0.0, 0.0, 0.0], [0.0, 0.0, 0.0], [1.4, -0.7, 0.5], [-0.3, -0.1, 0.1], [0.1, 0.0, 0.0], [0.0, 0.0, 0.0], [0.0, -0.1, -0.1], [0.0, 0.0, 0.0], [0.0, 0.0, 0.0], [0.0, 0.1, 0.0], [-0.1, -0.1, -0.1], [0.0, -0.1, 0.0], [0.1, 0.0, 0.0], [0.0, 0.0, 0.0], [0.0, 0.1, 0.1], [0.0, -0.1, -0.4], [0.0, 0.0, 0.0], [0.0, 0.0, 0.0], [0.0, 0.0, 0.0], [0.0, 0.0, 0.1], [0.0, 0.0, 0.0], [0.0, 0.0, 0.0], [0.0, 0.0, 0.0], [0.0, 0.0, 0.1], [0.0, 0.0, 0.0], [0.0, 0.0, 0.0], [0.0, 0.0, 0.0], [0.0, 0.0, 0.0], [0.0, 0.0, 0.0], [0.0, 0.0, 0.0], [0.0, 0.0, 0.0], [0.0, 0.0, 0.0], [0.0, 0.0, 0.0], [0.0, 0.0, 0.0], [-0.1, 0.0, 0.0], [0.0, 0.0, 0.0], [0.0, 0.0, 0.0], [0.0, 0.0, 0.0], [0.0, 0.0, 0.0], [0.0, 0.0, 0.0], [-0.2, -0.1, 0.1], [0.0, 0.0, 0.0], [0.0, 0.0, 0.0], [0.0, 0.0, 0.0], [0.0, 0.0, 0.0], [0.0, 0.0, 0.0], [-0.1, 0.0, 0.1], [0.0, -0.1, 0.0], [0.0, 0.0, 0.0], [0.0, 0.0, 0.1], [0.0, 0.0, 0.0], [0.0, 0.0, 0.0]],
  "lowdin_charge": [0.75, 0.71, 0.82, 0.63, 0.19, 0.38, 1.01, 0.07, 0.36, -0.02, -0.01, -0.23, -0.20, -0.17, -0.40, -0.58, -0.30, -0.11, -0.03, -0.47, -0.24, -0.10, -0.16, -0.08, -0.75, -0.19, -0.10, -0.05, -0.07, -0.15, -0.11, -0.09, -0.15, -0.12, -0.11, -0.10, -0.24, -0.12, -0.09, -0.58, -0.05, -0.09, -0.01, -0.03, -0.39, -0.55, -0.08, -0.11, -0.69, -0.14, 0.10, 0.07, 0.03, 0.00, 0.03, 0.10, 0.09, 0.07, 0.03, 0.10, 0.10, 0.10, 0.08, 0.10, 0.07, 0.10, 0.10, 0.11, 0.10, 0.10, 0.08, 0.12, 0.11, 0.02, 0.02, 0.11, 0.02, -0.02, 0.08, 0.04, 0.11, 0.10]
}

---

{
  "formula": "C37H32IrN9OS3Sb",
  "method": "ωB97M-V with the def2-TZVPD basis set",
  "total_energy_ha": -3536.13162,
  "orbital_gap_ev": [5.90, 6.00],
  "total_charge": 1,
  "max_force_ha_per_bohr": 0.048,
  "lumo_ev": [-4.36, -4.17],
  "symbols": ["Ir", "Sb", "S", "S", "S", "O", "N", "N", "N", "N", "N", "N", "N", "N", "N", "C", "C", "C", "C", "C", "C", "C", "C", "C", "C", "C", "C", "C", "C", "C", "C", "C", "C", "C", "C", "C", "C", "C", "C", "C", "C", "C", "C", "C", "C", "C", "C", "C", "C", "C", "C", "C", "H", "H", "H", "H", "H", "H", "H", "H", "H", "H", "H", "H", "H", "H", "H", "H", "H", "H", "H", "H", "H", "H", "H", "H", "H", "H", "H", "H", "H", "H", "H", "H"],
  "positions_angstrom": [[0.09697, -0.29309, -0.31526], [3.61427, -0.19509, 1.03884], [-1.61563, -1.62169, 0.93734], [0.97217, -2.70659, 0.12354], [1.51957, 0.71651, 1.50454], [-5.51243, 4.20731, -3.18036], [-0.00483, -0.39969, -2.43166], [-2.46793, -3.76379, 3.80834], [-0.59993, -1.07259, -4.67766], [-1.99043, -2.94969, -4.54666], [1.34267, -5.46979, 2.63724], [-6.25303, 3.60611, -1.14686], [-1.38843, 1.55751, -0.05936], [-1.40623, -2.00619, -6.56996], [-4.15683, 2.85421, -1.99856], [-2.73403, 2.85501, 1.40454], [6.62917, 3.52871, 2.04274], [-0.34923, -0.80869, -3.46846], [-6.05803, 1.39871, -0.08176], [4.70977, -1.59879, -1.43746], [3.61397, -3.02469, 2.33594], [0.51057, -4.70839, 2.42034], [-1.58933, -3.76629, 3.07044], [4.97587, 1.38611, 1.49144], [5.07207, 1.86151, 2.78904], [5.71097, 1.96861, 0.47284], [4.41407, -1.96869, 1.94954], [-7.31333, 0.95351, 1.93694], [3.50437, 0.42461, -1.95796], [-5.33023, 3.59101, -2.15496], [-7.44743, 3.11161, 0.86844], [3.94507, -0.51599, -1.04296], [-0.49803, -3.76569, 2.18074], [3.87357, 0.29901, -3.28646], [5.79727, -2.06699, 1.97314], [-2.21493, 1.85551, -1.04986], [-3.36143, 2.64061, -0.88916], [4.20647, -4.22159, 2.70224], [-7.81513, 2.25281, 1.88154], [-6.42613, 0.55001, 0.94534], [-1.32513, -2.00909, -5.23646], [-3.60863, 3.16611, 0.38074], [-0.38843, -2.82089, 1.18104], [-6.56093, 2.69681, -0.12796], [6.53637, 3.04351, 0.75034], [6.38127, -3.26209, 2.35434], [4.66967, -0.76349, -3.68516], [5.90467, 2.93391, 3.06294], [-7.73293, 0.02531, 3.03084], [5.07227, -1.72019, -2.76726], [5.58477, -4.34359, 2.69514], [-1.64203, 2.04211, 1.15144], [3.55277, 1.03981, -4.00416], [-3.67723, 2.74981, -2.88596], [-7.50023, -1.00719, 2.78124], [7.09527, 3.50471, -0.04926], [7.25257, 4.38491, 2.24724], [6.41257, -1.21909, 1.69584], [-0.87373, -1.32489, -7.08066], [-1.95503, 1.47441, -2.02816], [-5.40433, 1.03771, -0.85916], [4.97477, -0.84939, -4.71736], [-4.44563, 3.82001, 0.55974], [5.63357, 1.59501, -0.53926], [2.88167, 1.25081, -1.63266], [-1.96843, -2.67019, -7.07126], [-6.96423, 4.31101, -1.30986], [4.48587, 1.40881, 3.57844], [5.67917, -2.55719, -3.07806], [-2.50693, -3.67479, -5.01836], [3.57657, -5.05419, 2.97114], [-6.02793, -0.45389, 0.97044], [-0.93993, 1.78701, 1.93084], [-7.21363, 0.27711, 3.95634], [-8.80193, 0.11371, 3.21854], [6.04077, -5.28529, 2.95634], [7.45677, -3.35249, 2.37404], [-7.84983, 4.11321, 0.83624], [-8.50813, 2.58831, 2.63924], [-1.91713, -2.98729, -3.54316], [-2.89343, 3.25181, 2.39354], [5.01877, -2.34269, -0.71506], [5.98187, 3.31471, 4.07084], [2.53797, -2.92789, 2.34234]],
  "atomic_forces_ev_per_a": [[-0.4, -0.8, 2.2], [0.7, -0.4, -0.2], [1.7, 1.3, -1.2], [-0.5, 2.2, -0.9], [-1.0, -0.8, -0.7], [0.0, 0.0, -0.2], [-0.9, -0.6, 0.7], [-0.4, 0.0, 0.2], [0.1, 0.3, -1.1], [0.0, 0.1, -0.1], [0.1, -0.3, 0.0], [-0.2, 0.6, -0.1], [1.0, -1.1, -0.4], [-0.1, -0.1, 0.1], [0.2, -0.2, -0.5], [0.1, -0.1, -0.3], [0.0, 0.0, 0.0], [0.3, 0.2, 0.8], [-0.1, 0.2, -0.2], [0.0, -0.2, 0.1], [-0.2, 0.0, 0.1], [0.5, -0.5, 0.0], [-0.4, 0.0, 0.2], [-0.5, -0.5, -0.1], [-0.1, 0.0, 0.2], [-0.1, -0.1, -0.3], [-0.4, 0.8, -0.2], [0.0, 0.1, -0.1], [-0.1, 0.1, 0.0], [-0.1, 0.2, 0.0], [0.3, 0.0, -0.2], [-0.3, 0.1, 0.8], [-0.1, 0.9, -0.9], [0.0, 0.1, -0.1], [0.1, 0.3, -0.1], [-0.4, 0.2, -0.4], [0.4, 0.0, 0.5], [0.0, -0.1, 0.1], [0.1, -0.3, -0.1], [-0.2, 0.1, 0.2], [-0.2, -0.3, 0.2], [0.2, -0.1, -0.1], [-0.2, -0.6, 0.8], [-0.1, -0.6, 0.4], [0.1, 0.0, -0.1], [0.1, 0.0, 0.0], [0.0, 0.0, -0.1], [0.0, 0.0, 0.1], [0.0, 0.0, 0.2], [0.1, -0.1, -0.1], [0.0, 0.0, 0.0], [0.2, 0.1, 0.5], [0.0, 0.0, -0.1], [-0.2, 0.2, 0.1], [0.0, -0.1, 0.0], [0.1, 0.1, -0.1], [0.1, 0.1, 0.1], [0.1, 0.0, 0.0], [0.0, 0.0, 0.0], [0.0, -0.1, -0.1], [0.0, 0.0, -0.1], [0.0, 0.0, -0.1], [-0.1, 0.0, 0.0], [0.0, 0.0, -0.1], [0.0, 0.1, 0.0], [0.0, 0.0, 0.0], [0.2, -0.2, -0.1], [0.0, 0.0, 0.1], [0.0, -0.1, -0.1], [0.1, 0.1, 0.1], [0.0, -0.1, 0.1], [0.0, -0.1, 0.0], [0.0, -0.1, 0.1], [0.0, -0.1, 0.1], [0.0, -0.1, 0.0], [0.1, -0.1, 0.1], [0.1, 0.0, 0.0], [0.0, 0.1, 0.0], [-0.1, 0.0, 0.1], [0.0, 0.0, -0.1], [0.0, 0.0, 0.1], [0.1, 0.0, 0.0], [0.0, 0.0, 0.1], [0.0, -0.1, 0.0]],
  "lowdin_charge": [0.63, 1.32, 0.63, 0.57, 0.06, 0.09, -0.01, 0.18, 0.15, 0.21, 0.20, 0.14, -0.08, 0.19, 0.14, -0.01, -0.07, -0.31, -0.03, -0.10, -0.14, -0.22, -0.25, -0.36, -0.12, -0.12, -0.34, -0.28, -0.16, -0.52, -0.02, -0.37, -0.37, -0.07, -0.14, -0.08, -0.22, -0.06, -0.03, -0.03, -0.47, 0.02, -1.12, -0.27, -0.07, -0.07, -0.07, -0.07, -0.05, -0.06, -0.06, -0.17, 0.11, 0.16, 0.08, 0.11, 0.11, 0.10, 0.13, 0.10, 0.11, 0.11, 0.12, 0.09, 0.10, 0.12, 0.16, 0.11, 0.11, 0.12, 0.07, 0.11, 0.06, 0.09, 0.08, 0.11, 0.11, 0.12, 0.12, 0.12, 0.12, 0.10, 0.11, 0.05]
}

---

{
  "formula": "C37H33GeN3ReSb",
  "method": "ωB97M-V with the def2-TZVPD basis set",
  "total_energy_ha": -3989.15883,
  "orbital_gap_ev": [6.57, 5.94],
  "spin_multiplicity": 2,
  "total_charge": 1,
  "max_force_ha_per_bohr": 0.023,
  "lumo_ev": [-2.90, -3.01],
  "symbols": ["Re", "Sb", "Ge", "N", "N", "N", "C", "C", "C", "C", "C", "C", "C", "C", "C", "C", "C", "C", "C", "C", "C", "C", "C", "C", "C", "C", "C", "C", "C", "C", "C", "C", "C", "C", "C", "C", "C", "C", "C", "C", "C", "C", "C", "H", "H", "H", "H", "H", "H", "H", "H", "H", "H", "H", "H", "H", "H", "H", "H", "H", "H", "H", "H", "H", "H", "H", "H", "H", "H", "H", "H", "H", "H", "H", "H", "H"],
  "positions_angstrom": [[-0.36259, -0.77782, -0.29777], [-2.75169, -0.69701, 1.66338], [1.69404, -2.26843, -2.91524], [-0.39464, 1.04766, 0.85731], [0.13187, -1.89668, 1.37792], [-2.08428, -0.22746, -1.35858], [1.20778, -2.57980, 1.79858], [3.52506, -5.47647, -0.94803], [0.44441, 2.10040, 0.84513], [-4.68628, -0.53714, -2.25734], [4.38474, -3.12266, -2.15083], [-1.28667, -3.10527, 2.87173], [2.54818, -2.19690, 1.26846], [3.26818, 0.12739, -3.30769], [2.47107, -0.82857, -3.94348], [-4.38796, -0.72071, -0.90881], [1.04360, -4.10205, -5.05505], [-0.86090, 3.16910, 2.55476], [2.60357, -4.60112, -1.50293], [0.50918, -3.33850, -4.01367], [1.58195, 2.01658, -0.11313], [5.31091, -3.99890, -1.59367], [-1.69452, -4.13888, -4.60972], [-1.25513, 0.37491, -3.57467], [-0.19897, -3.89067, 3.25189], [-3.67488, -0.16607, -3.11363], [0.57577, -1.50716, -1.52091], [-1.45910, 1.02970, 1.69255], [-2.36374, -0.01698, -2.65567], [2.78233, 0.35724, -6.02841], [-1.15156, -4.88683, -5.64354], [3.02239, -3.41130, -2.10510], [-1.08082, -2.10990, 1.94225], [3.58028, 1.29216, -5.38613], [3.82300, 1.17930, -4.02276], [-1.71869, 2.07754, 2.55863], [-0.86793, -3.36948, -3.79887], [0.22105, 3.17413, 1.69331], [1.04361, -3.59860, 2.74027], [4.88134, -5.17314, -0.99315], [2.23019, -0.69805, -5.31046], [-3.08552, -0.54013, -0.49945], [0.21998, -4.87038, -5.86578], [-2.26949, -3.26911, 3.29262], [-1.79454, -5.48701, -6.27426], [1.20453, 1.85422, -1.12649], [-1.63844, 0.58889, -4.56998], [3.29738, -2.94263, 1.52525], [3.45550, 0.05509, -2.24035], [-1.29430, -2.79274, -2.98438], [-0.73863, 1.25570, -3.18589], [1.91699, -4.14947, 3.06212], [0.90447, 4.01224, 1.67031], [-0.51071, -0.41597, -3.64706], [2.51850, -2.07913, 0.19010], [4.44462, 1.90993, -3.52051], [-3.87744, 0.01043, -4.16107], [0.64657, -5.45831, -6.66826], [2.20698, 1.15293, 0.13014], [2.84351, -1.23504, 1.69910], [2.59026, 0.44733, -7.08998], [3.19069, -6.39935, -0.49015], [-2.57453, 2.04377, 3.21959], [1.54704, -4.85105, -1.47590], [2.11410, -4.10686, -5.23474], [-1.03565, 4.00586, 3.21793], [4.73267, -2.21247, -2.62582], [-2.76282, -4.15701, -4.43247], [-5.69563, -0.67375, -2.62198], [6.36771, -3.76816, -1.63776], [1.60657, -1.42190, -5.82266], [-5.15657, -0.98953, -0.19676], [5.60363, -5.86023, -0.57120], [-0.32716, -4.70076, 3.95744], [4.01477, 2.10973, -5.94679], [2.19000, 2.91844, -0.09338]],
  "atomic_forces_ev_per_a": [[-0.1, -0.2, -0.3], [-0.2, 0.0, 0.2], [-0.2, 0.1, 0.0], [-0.3, 0.2, 0.2], [-0.1, 0.2, 0.2], [-0.1, -0.2, 0.3], [0.0, -0.2, 0.1], [0.0, 0.0, 0.0], [-0.1, -0.1, 0.0], [-0.1, 0.0, 0.1], [0.0, 0.0, 0.1], [0.1, 0.0, 0.0], [0.0, 0.0, 0.0], [0.0, 0.0, -0.1], [0.1, 0.2, -0.1], [0.0, 0.2, -0.1], [-0.1, 0.0, 0.0], [-0.1, 0.0, 0.1], [0.0, 0.0, 0.0], [-0.1, -0.1, -0.1], [0.0, 0.1, 0.0], [0.0, 0.0, 0.0], [0.0, 0.0, 0.0], [0.0, 0.0, 0.1], [-0.2, 0.0, 0.1], [0.1, 0.0, -0.1], [0.9, -0.2, -0.7], [0.2, 0.1, 0.0], [-0.1, 0.1, -0.1], [0.0, 0.0, 0.0], [0.0, 0.0, 0.0], [0.2, -0.2, 0.0], [-0.2, 0.1, 0.1], [0.0, 0.0, 0.0], [0.0, 0.0, 0.0], [0.0, 0.0, 0.0], [0.0, 0.0, -0.1], [0.1, 0.0, 0.0], [0.2, 0.1, -0.1], [0.0, 0.0, 0.0], [0.1, 0.0, 0.0], [-0.1, -0.2, 0.3], [0.0, 0.0, 0.0], [0.0, 0.0, 0.0], [0.0, 0.0, 0.0], [0.0, 0.0, 0.0], [0.0, 0.0, 0.0], [0.0, 0.0, 0.0], [0.0, 0.0, 0.0], [0.0, 0.0, 0.0], [0.0, 0.0, 0.0], [0.0, 0.0, 0.0], [0.0, 0.0, 0.0], [0.0, 0.0, 0.0], [0.0, 0.0, -0.1], [0.0, 0.0, 0.0], [0.0, 0.0, 0.0], [0.0, 0.0, 0.0], [0.0, 0.0, 0.0], [0.0, 0.0, 0.0], [0.0, 0.0, 0.0], [0.0, 0.0, 0.0], [0.0, 0.0, 0.0], [0.0, 0.0, 0.0], [0.0, 0.0, 0.0], [0.0, 0.0, 0.0], [0.0, 0.0, 0.0], [0.0, 0.0, 0.0], [0.0, 0.0, 0.0], [0.0, 0.0, 0.0], [0.0, 0.0, 0.0], [0.0, 0.0, 0.0], [0.0, 0.0, 0.0], [0.0, 0.0, 0.0], [0.0, 0.0, 0.0], [0.0, 0.0, 0.0]],
  "mulliken_spin": [1.30, 0.01, 0.06, 0.04, -0.03, -0.03, 0.04, 0.00, -0.02, 0.00, 0.00, 0.04, 0.00, -0.01, 0.00, 0.03, 0.00, -0.01, 0.00, 0.00, 0.06, 0.00, 0.01, 0.00, 0.00, 0.00, -0.53, -0.01, 0.04, 0.00, 0.00, -0.01, 0.04, 0.00, 0.00, 0.01, 0.01, 0.00, 0.00, 0.00, 0.00, 0.02, 0.00, 0.00, 0.00, -0.01, 0.00, 0.00, 0.00, -0.01, 0.00, 0.00, 0.00, -0.01, -0.01, 0.00, 0.00, 0.00, -0.01, 0.00, 0.00, 0.00, 0.00, 0.00, 0.00, 0.00, 0.00, 0.00, 0.00, 0.00, 0.00, 0.00, 0.00, 0.00, 0.00, 0.00]
}